{"formula": "C24H19AsBaO4", "method": "wB97M-V/def2-TZVPD", "species": ["Ba", "O", "C", "C", "O", "C", "O", "C", "O", "C", "H", "H", "C", "H", "H", "C", "C", "C", "C", "C", "C", "As", "C", "C", "C", "C", "C", "C", "C", "C", "C", "C", "C", "C", "H", "H", "H", "H", "H", "H", "H", "H", "H", "H", "H", "H", "H", "H", "H"], "positions_angstrom": [[0.01, 0.01, -0.21], [0.18, 3.72, 0.45], [0.12, 2.54, 0.22], [-0.13, -2.56, 0.00], [-0.18, -3.73, 0.14], [2.56, -0.11, -0.02], [3.75, -0.18, 0.07], [-2.57, 0.13, -0.07], [-3.74, 0.18, -0.03], [0.03, 0.66, -5.17], [-0.88, 1.30, -5.18], [1.00, 1.21, -5.16], [-0.03, -0.66, -5.23], [0.89, -1.29, -5.27], [-1.00, -1.20, -5.29], [-0.88, 3.95, 5.52], [0.17, 3.81, 4.60], [0.42, 2.57, 3.98], [-0.38, 1.46, 4.31], [-1.46, 1.59, 5.21], [-1.69, 2.83, 5.82], [-0.04, -0.11, 3.15], [1.80, -0.66, 3.86], [2.39, -1.76, 3.21], [3.72, -2.11, 3.52], [4.46, -1.34, 4.43], [3.88, -0.21, 5.03], [2.55, 0.15, 4.73], [-1.64, -1.25, 3.68], [-1.49, -2.52, 4.28], [-2.64, -3.30, 4.48], [-3.90, -2.85, 4.05], [-4.02, -1.61, 3.42], [-2.88, -0.81, 3.21], [-1.08, 4.91, 5.99], [0.80, 4.67, 4.36], [1.23, 2.48, 3.25], [-2.09, 0.73, 5.44], [-2.52, 2.94, 6.53], [1.81, -2.36, 2.49], [4.16, -2.99, 3.05], [5.49, -1.62, 4.67], [4.45, 0.39, 5.74], [2.10, 1.03, 5.20], [-0.50, -2.85, 4.60], [-2.54, -4.27, 4.98], [-4.79, -3.47, 4.22], [-5.00, -1.25, 3.08], [-2.98, 0.17, 2.71]], "lowdin_charge": [1.57, 0.10, -0.11, -0.12, 0.13, -0.12, 0.11, -0.13, 0.13, -0.11, 0.06, 0.06, -0.10, 0.06, 0.06, -0.05, -0.07, -0.18, -0.41, -0.08, -0.05, 1.23, -0.36, -0.17, -0.07, -0.05, -0.05, -0.09, -0.40, -0.09, -0.05, -0.05, -0.06, -0.17, 0.12, 0.11, 0.09, 0.10, 0.12, 0.08, 0.11, 0.12, 0.12, 0.10, 0.11, 0.12, 0.12, 0.12, 0.09], "charge": 2, "homo_lumo_gap_ev": 5.3, "e_homo_ev": -13.947, "relative_energy_kcal_mol": 61.6, "largest_force_ev_per_a": 11.763}

=====

{"formula": "C35H46EuN6O3P2", "method": "wB97M-V/def2-TZVPD", "species": ["Eu", "C", "C", "C", "C", "C", "C", "C", "C", "C", "H", "H", "H", "H", "H", "H", "H", "H", "H", "H", "H", "H", "H", "H", "H", "P", "P", "N", "N", "N", "N", "C", "C", "C", "C", "C", "C", "C", "C", "C", "C", "C", "C", "C", "C", "C", "C", "C", "C", "H", "H", "H", "H", "H", "H", "H", "H", "H", "H", "H", "H", "H", "H", "H", "H", "H", "H", "H", "H", "C", "C", "C", "C", "C", "C", "O", "N", "C", "O", "N", "C", "O", "H", "H", "H", "H", "H", "H", "H", "H", "H", "H", "H"], "positions_angstrom": [[-0.86, -1.24, 1.17], [5.55, -1.02, 1.43], [5.40, 0.11, 0.74], [5.61, 0.29, -0.74], [4.97, -0.80, -1.64], [3.77, -1.61, -1.17], [3.74, -2.56, -0.24], [5.04, -3.25, 0.09], [6.04, -2.34, 0.86], [-2.85, -2.36, -0.21], [5.53, -1.00, 2.53], [5.28, 1.06, 1.28], [6.69, 0.34, -0.98], [5.23, 1.29, -1.02], [4.68, -0.30, -2.58], [5.79, -1.50, -1.94], [2.98, -1.63, -1.94], [2.82, -3.00, 0.17], [5.54, -3.56, -0.85], [4.88, -4.18, 0.65], [6.44, -2.92, 1.70], [6.90, -2.18, 0.19], [-3.58, -2.49, 0.60], [-2.67, -3.30, -0.73], [-3.20, -1.59, -0.91], [-0.14, -0.71, -1.65], [0.35, 1.93, 0.06], [0.49, -2.41, -1.87], [-0.84, -0.46, -3.24], [1.21, 1.18, 1.43], [0.66, 3.55, 0.55], [1.40, 0.26, -1.85], [1.54, 1.69, -1.29], [0.10, -3.49, -1.06], [0.51, -4.68, -1.65], [1.25, -4.32, -2.82], [1.24, -2.94, -2.93], [-2.08, -1.02, -3.59], [-2.50, -0.47, -4.79], [-1.50, 0.45, -5.21], [-0.50, 0.45, -4.24], [0.52, 0.57, 2.51], [1.43, -0.22, 3.21], [2.71, 0.00, 2.65], [2.55, 0.85, 1.56], [1.80, 4.09, 1.15], [1.46, 5.31, 1.72], [0.06, 5.53, 1.47], [-0.41, 4.44, 0.75], [1.74, 0.21, -2.90], [2.11, -0.30, -1.23], [2.57, 1.85, -0.95], [1.34, 2.46, -2.04], [-0.55, -3.34, -0.20], [0.29, -5.67, -1.29], [1.71, -5.02, -3.52], [1.69, -2.29, -3.67], [-2.53, -1.75, -2.94], [-3.43, -0.70, -5.30], [-1.50, 1.06, -6.11], [0.40, 1.03, -4.18], [-0.50, 0.90, 2.76], [1.19, -0.87, 4.05], [3.65, -0.39, 3.02], [3.29, 1.30, 0.91], [2.75, 3.58, 1.08], [2.13, 5.99, 2.24], [-0.54, 6.38, 1.78], [-1.37, 4.20, 0.32], [-5.37, 0.38, 4.10], [-5.07, 1.57, 3.22], [-4.67, 1.25, 1.76], [-5.81, 0.56, 0.96], [-6.18, -0.86, 1.35], [-4.44, 2.59, 1.05], [-4.80, 3.68, 1.45], [-3.83, 2.40, -0.20], [-2.79, 1.51, -0.42], [-2.06, 1.65, -1.42], [-2.54, 0.63, 0.58], [-3.34, 0.47, 1.65], [-2.95, -0.38, 2.51], [-6.42, 0.05, 3.97], [-5.27, 0.68, 5.14], [-4.68, -0.45, 3.88], [-5.97, 2.20, 3.18], [-4.28, 2.20, 3.68], [-6.69, 1.20, 1.07], [-5.54, 0.61, -0.11], [-6.45, -0.91, 2.41], [-7.07, -1.11, 0.77], [-5.38, -1.57, 1.13], [-3.87, 3.18, -0.84]], "lowdin_charge": [1.27, -0.12, -0.15, -0.18, -0.17, -0.14, -0.09, -0.18, -0.18, -0.05, 0.10, 0.10, 0.12, 0.10, 0.11, 0.11, 0.05, 0.09, 0.11, 0.10, 0.10, 0.11, 0.00, 0.02, 0.00, 0.96, 1.03, -0.23, -0.25, -0.24, -0.27, -0.42, -0.35, -0.22, -0.09, -0.09, -0.15, -0.14, -0.09, -0.09, -0.13, -0.32, -0.13, -0.08, -0.15, -0.12, -0.09, -0.10, -0.13, 0.08, 0.02, 0.06, 0.09, 0.00, 0.09, 0.09, 0.11, 0.08, 0.09, 0.09, 0.09, 0.10, 0.09, 0.08, 0.07, 0.09, 0.09, 0.09, 0.09, -0.10, -0.17, -0.28, -0.16, -0.07, -0.38, 0.11, 0.18, -0.58, -0.05, 0.03, -0.43, -0.13, 0.07, 0.08, 0.07, 0.12, 0.13, 0.13, 0.12, 0.05, 0.08, 0.06, 0.16], "multiplicity": 8, "homo_lumo_gap_ev": [4.0, 4.0], "e_homo_ev": [-3.862, -5.994], "relative_energy_kcal_mol": 0.0, "s_squared": 15.77, "largest_force_ev_per_a": 3.273}

=====

{"formula": "C5H7FS", "method": "wB97M-V/def2-TZVPD", "species": ["F", "C", "C", "C", "C", "S", "C", "H", "H", "H", "H", "H", "H", "H"], "positions_angstrom": [[0.76, -1.93, -0.70], [0.53, -1.11, 0.39], [1.08, 0.35, 0.12], [-0.16, 1.27, -0.35], [-1.11, 0.14, -0.66], [-2.59, -0.66, -0.10], [-0.93, -0.70, 0.54], [0.97, -1.58, 1.29], [1.62, 0.77, 1.00], [1.83, 0.19, -0.66], [-0.51, 1.91, 0.46], [0.20, 1.87, -1.22], [-0.71, -0.38, -1.56], [-0.98, -0.16, 1.46]], "lowdin_charge": [-0.01, -0.30, -0.09, -0.15, -0.60, 0.92, -0.56, 0.14, 0.12, 0.11, 0.11, 0.11, 0.11, 0.09], "homo_lumo_gap_ev": 10.0, "e_homo_ev": -9.028, "relative_energy_kcal_mol": 50.7, "largest_force_ev_per_a": 1.297}

=====

{"formula": "C7H6FN4", "method": "wB97M-V/def2-TZVPD", "species": ["C", "C", "C", "C", "C", "C", "C", "N", "N", "N", "N", "F", "H", "H", "H", "H", "H", "H"], "positions_angstrom": [[0.71, -1.31, 0.74], [-0.70, 1.76, -1.36], [-0.42, 0.51, -1.94], [-0.94, 1.90, -0.04], [-0.27, -0.56, -1.21], [-0.51, 0.81, 0.89], [-0.43, -0.57, 0.20], [2.46, -1.60, 1.90], [1.60, -0.64, 1.50], [0.98, -2.60, 0.62], [2.07, -2.75, 1.36], [-1.67, -1.26, 0.43], [-0.95, 2.55, -2.04], [-0.16, 0.48, -3.03], [-1.24, 2.89, 0.47], [-0.13, -1.61, -1.65], [0.67, 1.15, 1.26], [-1.06, 0.83, 1.91]], "lowdin_charge": [-0.44, -0.15, -0.12, -0.11, -0.07, -0.13, -0.45, -0.13, -0.02, 0.01, -0.15, -0.02, 0.08, 0.11, 0.12, 0.15, 0.18, 0.14], "charge": -1, "homo_lumo_gap_ev": 8.3, "e_homo_ev": -4.754, "relative_energy_kcal_mol": 10.1, "largest_force_ev_per_a": 4.465}